{
  "formula": "C18H24BClF4IN3OPtS",
  "method": "ωB97M-V/def2-TZVPD",
  "elements": ["Pt", "I", "Cl", "S", "F", "F", "F", "F", "O", "N", "N", "N", "C", "C", "C", "C", "C", "C", "C", "C", "C", "C", "C", "C", "C", "C", "C", "C", "C", "C", "B", "H", "H", "H", "H", "H", "H", "H", "H", "H", "H", "H", "H", "H", "H", "H", "H", "H", "H", "H", "H", "H", "H", "H", "H"],
  "xyz": [[1.155, 1.493, -1.239], [0.325, -3.801, -0.293], [-2.241, -2.871, -5.300], [-0.183, 3.138, -0.292], [3.499, 2.091, -1.465], [2.463, 0.292, -2.505], [3.727, 1.794, -3.762], [4.783, 0.347, -2.288], [0.388, -0.625, -0.553], [-0.343, 1.064, -2.567], [0.084, 1.595, 1.914], [-1.875, 1.378, 0.766], [-0.327, -2.515, -1.794], [-2.467, 0.444, 1.719], [2.534, 1.388, 1.509], [-0.678, 1.923, 0.876], [-2.033, -1.003, 1.501], [-1.578, 0.114, -4.838], [-0.722, 1.900, -3.509], [-0.118, -1.149, -1.595], [-2.652, -1.951, 2.526], [-0.568, -0.291, -2.680], [2.641, -0.082, 1.905], [2.748, -0.305, 3.414], [-2.137, -1.725, 3.949], [-0.977, -3.029, -2.926], [-1.213, -0.806, -3.829], [-1.421, -2.200, -3.916], [1.412, 2.162, 2.171], [-1.347, 1.449, -4.676], [3.689, 1.136, -2.550], [-3.549, 0.523, 1.611], [-1.042, -1.731, 3.968], [2.939, -1.357, 3.630], [3.566, 0.281, 3.846], [1.408, 3.184, 1.813], [1.790, -0.635, 1.493], [-0.531, 2.949, -3.338], [-2.484, -2.514, 4.617], [-2.483, -0.776, 4.366], [-0.124, 0.717, 2.369], [-2.325, -1.304, 0.492], [3.526, -0.495, 1.418], [3.472, 1.915, 1.701], [2.384, 1.403, 0.413], [-3.742, -1.853, 2.508], [-2.223, 0.785, 2.727], [-2.032, -0.263, -5.746], [-2.418, -2.972, 2.219], [-1.613, 2.164, -5.442], [1.549, 2.187, 3.250], [-0.940, -1.083, 1.538], [1.828, -0.029, 3.944], [-1.131, -4.097, -3.019], [-2.397, 1.647, -0.051]],
  "forces_ev_per_a": [[-1.2, 1.4, -1.1], [0.0, 0.0, 0.0], [0.0, 0.0, 0.0], [0.5, -0.8, -0.1], [0.0, -0.4, -0.3], [0.2, 0.2, 0.2], [-0.1, -0.3, 0.5], [-0.5, 0.2, -0.1], [0.1, -0.7, 0.3], [0.7, -0.8, 0.4], [0.3, 0.0, -0.1], [-0.3, 0.0, 0.0], [-0.2, -0.1, -0.1], [0.0, -0.2, -0.1], [0.0, -0.3, 0.1], [-0.1, 0.3, 0.4], [0.0, 0.0, 0.1], [0.0, -0.1, 0.0], [-0.1, 0.1, 0.1], [-0.1, 0.4, 0.2], [0.1, 0.1, 0.1], [-0.1, 0.1, -0.2], [-0.1, -0.1, 0.1], [0.0, 0.0, 0.0], [0.0, 0.0, -0.1], [0.1, 0.0, 0.2], [0.0, 0.2, 0.0], [0.0, 0.0, -0.1], [-0.1, -0.1, 0.0], [-0.1, 0.0, 0.0], [0.6, 0.2, -0.1], [0.0, 0.0, 0.0], [-0.1, 0.0, 0.0], [0.0, 0.0, 0.0], [-0.1, 0.0, 0.0], [-0.1, 0.1, 0.0], [0.1, 0.0, 0.0], [0.1, 0.0, 0.0], [0.0, 0.0, 0.0], [0.0, 0.0, 0.0], [0.0, 0.0, 0.0], [0.1, 0.0, 0.0], [0.0, 0.0, 0.0], [0.0, 0.0, -0.1], [0.3, 0.2, 0.1], [0.0, -0.1, 0.0], [0.0, 0.0, 0.0], [0.0, 0.0, 0.0], [0.0, 0.0, 0.0], [0.0, 0.0, 0.1], [0.0, 0.0, 0.1], [-0.1, 0.0, -0.1], [0.1, 0.0, 0.0], [0.0, 0.1, 0.0], [0.0, 0.0, -0.1]],
  "total_energy_ev": -71830.8394,
  "orbital_gap_ev": [6.20, 6.19],
  "lumo_energy_ev": [-1.2700, -1.2815],
  "total_charge": 0
}